The following is a DFT calculation (ωB97M-V with the def2-TZVPD basis set) of a cluster of 2 separate species, C2H4ClNO2 in total in a non-equilibrium geometry.

```
10
Properties=species:S:1:pos:R:3
C -1.431 -0.370 0.884
C 1.847 -0.401 0.377
N -1.062 0.856 0.916
O -1.900 -1.139 -0.050
O 0.783 -0.707 -0.060
Cl -1.290 1.852 -0.514
H -1.313 -0.616 2.045
H 2.002 -0.202 1.530
H 2.701 -0.188 -0.284
H -1.736 -0.639 -0.881
```

Results
- Molecular weight: 109.5 g mol⁻¹
- Total energy: -20239.93294 eV
- F_max: 8.42 eV/A
- Frontier orbital gap (alpha / beta): 7.35 / 7.45 eV
- <S²>: 2.006
- Spin multiplicity: 3
- E_HOMO (alpha / beta): -6.634 / -10.034 eV

=====

The following is a DFT calculation (ωB97M-V with the def2-TZVPD basis set) of a structure of composition CCsF3O3S in a non-equilibrium geometry.

```
9
Properties=species:S:1:pos:R:3
Cs -9.592 -21.956 -0.244
C -10.900 -21.636 -5.451
F -10.299 -22.802 -5.679
F -10.106 -20.685 -5.911
F -12.022 -21.621 -6.123
S -11.220 -21.443 -3.616
O -11.747 -22.742 -3.205
O -9.917 -21.146 -3.043
O -12.141 -20.330 -3.524
```

Results
- Molecular weight: 282.0 g mol⁻¹
- Total energy: -26715.85310 eV
- F_max: 1.43 eV/A
- Frontier orbital gap: 8.21 eV
- E_HOMO: -9.219 eV

=====

The following is a DFT calculation (ωB97M-V with the def2-TZVPD basis set) of the molecule C5H10O2.

```
17
Properties=species:S:1:pos:R:3
C -1.326 -1.332 0.374
C -0.613 -0.112 -0.157
C 0.841 -0.298 -0.591
C 1.871 0.187 0.433
O 1.792 1.570 0.675
C -1.380 1.008 -0.713
O -0.886 1.071 0.622
H -1.337 -2.136 -0.370
H -0.812 -1.703 1.269
H -2.356 -1.088 0.648
H 1.019 0.234 -1.532
H 1.012 -1.364 -0.788
H 2.874 0.000 0.034
H 1.778 -0.396 1.365
H 0.872 1.743 0.929
H -2.464 0.950 -0.800
H -0.887 1.683 -1.413
```

Results
- Molecular weight: 102.1 g mol⁻¹
- Total energy: -9440.92517 eV
- F_max: 0.42 eV/A
- Frontier orbital gap: 10.91 eV
- SMILES string: C[C@@]1(CCO)CO1
- E_HOMO: -9.976 eV

=====

The following is a DFT calculation (ωB97M-V with the def2-TZVPD basis set) of a cluster of 2 separate species, C3H6FOP in total in a non-equilibrium geometry.

```
12
Properties=species:S:1:pos:R:3
C -1.135 -1.168 -0.327
C -1.596 0.047 0.440
C -0.729 1.115 0.685
O 3.646 1.392 -1.121
F 0.640 1.095 0.450
P 2.910 0.105 -1.083
H -0.291 -0.830 -0.938
H -1.807 -1.585 -0.976
H -2.614 0.182 0.903
H -1.092 1.970 1.310
H -1.010 -1.950 0.389
H 3.078 -0.372 0.268
```

Results
- Molecular weight: 108.1 g mol⁻¹
- Total energy: -17259.70151 eV
- F_max: 3.45 eV/A
- Frontier orbital gap: 8.84 eV
- SMILES string: C/C=C\F.O=P
- E_HOMO: -9.495 eV